(1)
Below is the ion C5H13N2O with charge +1 in a non-equilibrium geometry, with properties calculated with the ωB97M-V functional and the def2-TZVPD basis.

XYZ file:
```
21
Properties=species:S:1:pos:R:3:nbo_charge:R:1
C 2.47 -0.66 -0.94 -0.631
C 0.94 -0.57 -1.10 -0.167
C 0.24 0.76 -1.42 0.463
O -0.94 1.00 -1.47 -0.548
N 0.00 -0.98 0.00 -0.676
C 0.36 -0.35 1.29 -0.256
C -0.95 0.15 2.13 -0.228
N -1.96 0.65 1.03 -0.751
H 2.53 -0.22 0.14 0.199
H 2.72 -1.70 -0.77 0.240
H 3.05 -0.16 -1.75 0.257
H 0.72 -1.34 -1.95 0.253
H 1.01 1.52 -1.60 0.123
H -0.17 -2.06 0.04 0.406
H 0.94 -0.98 1.94 0.227
H 1.03 0.48 1.12 0.209
H -1.50 -0.70 2.64 0.240
H -0.69 1.11 2.85 0.258
H -2.96 0.58 1.25 0.434
H -1.88 0.14 0.04 0.504
H -1.88 1.67 0.81 0.441
```

## Properties
SMILES ... C[C@H](C=O)NCC[NH3+]
Energy ... -10415.013 eV
Spin multiplicity ... 1
Charge ... +1
E_HOMO ... -13.62 eV
Kohn-Sham gap ... 10.4 eV



(2)
Below is a structure of composition C51H34BiF4N5O4P2S in a non-equilibrium geometry, with properties calculated with the ωB97M-V functional and the def2-TZVPD basis.

XYZ file:
```
102
Properties=species:S:1:pos:R:3:lowdin_charge:R:1
Bi 15.68 12.64 14.91 1.916
N 15.77 14.62 19.16 0.207
C 15.86 14.23 17.87 -0.457
O 15.49 13.10 17.44 -0.151
C 16.37 15.34 16.91 -0.185
C 17.16 14.77 15.82 -0.099
H 15.37 14.07 19.92 0.030
H 16.20 15.50 19.42 0.120
H 17.01 16.02 17.48 0.126
H 15.49 15.91 16.58 0.124
H 17.99 14.14 16.14 0.077
H 17.43 15.32 14.90 0.077
O 16.80 10.54 13.85 -0.518
S 18.11 11.22 13.48 0.502
O 19.32 10.58 13.97 -0.296
O 17.98 12.67 13.87 -0.525
C 18.17 11.06 11.71 -0.281
C 19.40 10.68 11.14 -0.021
C 19.44 10.64 9.74 -0.047
C 18.31 10.91 8.95 -0.050
C 17.14 11.34 9.56 -0.065
C 17.10 11.44 10.97 -0.374
P 15.54 12.01 11.67 1.084
C 15.61 13.57 10.66 -0.352
C 16.43 14.63 11.10 -0.101
C 16.40 15.85 10.40 -0.068
C 15.53 15.99 9.28 -0.081
C 14.70 14.95 8.93 -0.092
C 14.79 13.72 9.55 -0.112
C 14.40 10.76 10.94 -0.350
C 13.07 11.12 10.75 -0.128
C 12.13 10.20 10.27 -0.083
C 12.48 8.85 10.19 -0.091
C 13.81 8.51 10.25 -0.076
C 14.77 9.45 10.64 -0.072
H 20.30 10.51 11.69 0.105
H 20.37 10.38 9.22 0.107
H 18.29 10.85 7.90 0.096
H 16.33 11.75 8.96 0.103
H 17.09 14.59 11.98 0.098
H 17.12 16.64 10.70 0.113
H 15.51 16.95 8.77 0.103
H 14.05 14.98 8.05 0.114
H 14.25 12.89 9.09 0.101
H 12.76 12.17 10.88 0.099
H 11.07 10.56 10.12 0.116
H 11.69 8.13 9.93 0.114
H 14.13 7.50 9.99 0.112
H 15.77 9.05 10.85 0.122
C 7.65 13.88 12.63 -0.099
C 8.61 13.19 11.89 -0.091
C 9.83 12.71 12.47 -0.085
C 10.06 13.02 13.83 -0.377
C 9.06 13.67 14.61 -0.087
C 7.92 14.18 13.97 -0.084
P 11.74 12.64 14.43 1.040
C 11.45 12.38 16.22 -0.383
C 12.04 13.12 17.26 -0.107
C 11.45 13.12 18.50 -0.093
C 10.41 12.25 18.85 -0.081
C 9.91 11.41 17.86 -0.086
C 10.48 11.43 16.58 -0.119
C 12.58 14.21 14.35 -0.417
C 11.98 15.50 14.65 -0.070
C 12.66 16.64 14.39 -0.092
C 13.99 16.55 13.95 -0.101
C 14.65 15.36 13.82 -0.207
C 13.97 14.15 14.07 -0.337
H 6.69 14.10 12.09 0.117
H 8.45 13.16 10.79 0.109
H 10.51 12.10 11.90 0.057
H 9.17 13.74 15.67 0.099
H 7.19 14.76 14.55 0.106
H 12.81 13.86 17.10 0.085
H 11.83 13.85 19.26 0.113
H 10.03 12.17 19.85 0.092
H 9.20 10.59 18.08 0.113
H 10.11 10.75 15.78 0.116
H 10.93 15.53 14.96 0.107
H 12.27 17.68 14.60 0.127
H 14.46 17.49 13.68 0.102
H 15.71 15.30 13.56 0.057
F 13.19 7.14 19.23 0.082
C 14.04 8.20 19.53 -0.082
C 13.91 8.89 20.71 -0.161
F 13.19 8.36 21.70 0.124
C 14.47 10.16 20.93 -0.036
C 15.65 10.31 20.24 -0.140
C 15.80 9.75 18.97 -0.116
F 16.78 10.21 18.11 0.088
C 14.94 8.73 18.55 -0.035
C 14.74 8.46 17.11 -0.167
C 14.60 9.56 16.28 -0.138
N 14.42 10.58 15.73 0.074
C 14.54 7.17 16.62 -0.214
N 14.41 6.06 16.30 0.160
F 16.55 11.24 20.61 0.100
C 13.81 11.19 21.76 -0.132
C 12.53 11.04 22.29 -0.207
N 11.52 10.88 22.83 0.179
C 14.43 12.46 21.75 -0.151
N 14.81 13.56 21.60 0.159
```

## Properties
Energy ... -115193.542 eV
Spin multiplicity ... 1
Charge ... 0
E_HOMO (spin up / spin down) ... -7.85 / -7.65 eV
Kohn-Sham gap (spin up / spin down) ... 5.0 / 4.8 eV